Record 1
{"formula": "C16H23N5OS", "method": "ωB97M-V/def2-TZVPD", "homo_energy_ev": -9.1, "smiles": "CCCn1c(SCC(=O)N(CC)CC)nnc1-c1ccncc1", "e_tot_ev": -37298.937, "multiplicity": 1, "orbital_gap_ha": 0.3516, "e_above_lowest_kcal_mol": 17.9, "elements": ["H", "H", "C", "C", "H", "C", "C", "H", "H", "C", "H", "O", "H", "C", "H", "C", "H", "H", "C", "C", "N", "H", "N", "H", "N", "C", "H", "C", "N", "H", "H", "N", "C", "H", "H", "H", "C", "C", "C", "S", "H", "H", "H", "C", "H", "H"], "xyz": [[-2.926791, -3.065838, -0.446712], [3.093477, 1.901896, -0.643737], [-1.898962, -0.152431, -1.019187], [-4.970965, -0.989985, -0.044711], [0.171619, 2.677645, -1.103550], [3.900986, -1.478150, -1.288849], [2.296793, 2.638770, -0.762400], [1.875784, -0.839369, -1.633658], [3.209726, 4.075840, 0.562626], [-0.549512, 1.233833, 0.902546], [-0.530473, -2.196957, 1.258492], [-0.941315, -0.429821, -1.727440], [-0.933927, -3.868366, 0.860438], [3.617296, -0.585483, 1.255222], [-3.560563, 0.285535, 0.993987], [4.776264, -1.179074, 0.782426], [3.528466, -0.251761, 2.276478], [4.060176, -1.859451, -2.288997], [-1.343887, -2.873312, 1.011022], [2.259990, 3.559236, 0.452163], [-2.503476, -1.044299, -0.220560], [-1.374809, -2.510593, -1.111069], [-0.515530, 0.432678, 1.929084], [-5.070632, -0.385853, -0.943733], [0.642330, -0.228555, 1.880662], [-3.627811, -0.744491, 0.642555], [1.472664, 4.303044, 0.346617], [0.959487, 1.928787, -0.977179], [4.922787, -1.607905, -0.459633], [2.511021, 3.220582, -1.660416], [-3.546011, -1.386137, 1.521238], [0.589442, 1.123611, 0.156667], [2.554742, -0.425112, 0.370147], [-2.036864, 1.767791, -1.924748], [-3.524216, 1.317850, -1.057529], [-5.074021, -2.034963, -0.326699], [2.694614, -0.898063, -0.933373], [-2.438419, 1.271604, -1.040468], [-2.056263, -2.428516, -0.261764], [-1.907791, 2.231818, 0.444115], [-5.779401, -0.736125, 0.635286], [0.988363, 1.299125, -1.870724], [5.633306, -1.318341, 1.428163], [1.299970, 0.164675, 0.815029], [-2.023534, -2.908679, 1.858646], [2.075848, 2.993325, 1.363538]], "forces_ev_per_a": [[0.0, 0.0, -0.1], [0.0, 0.1, -0.1], [-0.3, 0.2, -0.2], [0.2, 0.0, 0.2], [0.1, -0.2, 0.0], [-0.2, 0.1, -0.2], [-0.2, 0.1, 0.2], [-0.1, 0.0, -0.1], [0.1, 0.1, 0.1], [-0.1, 0.5, -0.3], [0.0, 0.0, 0.0], [0.3, 0.0, -0.3], [0.0, -0.1, 0.0], [-0.2, 0.0, -0.2], [0.1, -0.1, 0.1], [0.0, 0.1, 0.3], [0.0, 0.0, 0.1], [-0.1, 0.0, -0.1], [-0.1, 0.1, -0.2], [0.1, -0.1, -0.2], [0.0, -0.2, 0.0], [-0.2, 0.0, 0.1], [-0.8, 0.3, 0.2], [0.0, 0.1, -0.1], [1.0, -0.5, 0.2], [-0.4, 0.1, -0.1], [-0.1, 0.1, 0.0], [0.5, 0.2, -0.7], [0.4, -0.2, -0.1], [0.0, -0.1, -0.1], [0.0, 0.1, 0.0], [-0.1, -0.4, 0.8], [0.4, -0.3, -0.2], [-0.1, -0.2, 0.1], [-0.1, 0.0, 0.0], [-0.1, -0.1, 0.0], [0.1, 0.1, 0.2], [0.2, 0.3, 0.1], [0.3, -0.3, 0.0], [0.0, -0.1, 0.0], [-0.2, 0.0, 0.0], [-0.1, 0.1, 0.1], [0.0, 0.0, 0.1], [-0.3, 0.3, 0.0], [0.0, 0.0, 0.1], [0.0, 0.0, 0.1]]}

Record 2
{"formula": "C40H53F3N2O18S", "method": "ωB97M-V/def2-TZVPD", "homo_energy_ev": -8.0, "smiles": "CCOc1c2c(cc(O)c1N(C)C(C)=O)N(COCOCCO)c1cccc(CCC(F)(F)F)c1S2.C[C@@H]1COC(=O)O1.C[C@@H]1COC(=O)O1.C[C@@H]1COC(=O)O1.C[C@@H]1COC(=O)O1", "e_tot_ev": -101160.662, "multiplicity": 1, "orbital_gap_ha": 0.3051, "elements": ["H", "O", "C", "H", "C", "H", "H", "H", "C", "O", "H", "H", "H", "C", "C", "H", "H", "H", "C", "H", "C", "O", "C", "H", "H", "C", "C", "O", "H", "H", "C", "O", "H", "H", "H", "C", "O", "F", "C", "H", "H", "C", "C", "C", "C", "N", "H", "H", "H", "O", "C", "C", "H", "C", "H", "H", "O", "H", "H", "C", "H", "H", "H", "H", "C", "C", "C", "O", "H", "H", "C", "H", "S", "O", "C", "O", "F", "C", "C", "C", "H", "O", "H", "C", "O", "H", "O", "H", "C", "H", "C", "H", "H", "H", "H", "C", "C", "O", "H", "H", "O", "C", "C", "F", "H", "H", "N", "H", "O", "H", "H", "C", "C", "O", "C", "C", "H"], "xyz": [[7.362024, 0.901102, -0.766676], [3.195543, -3.551815, -7.966338], [0.601188, 3.222803, 0.650823], [-2.202041, -3.410037, 0.089352], [2.839751, 2.448818, -0.295802], [-3.310402, 8.192884, 7.143069], [8.602898, -3.630011, -2.299792], [7.064174, -0.458446, -2.019302], [0.010622, -3.622805, 0.100390], [-2.135543, 5.246904, -0.213677], [-2.783906, 6.158191, 4.743502], [-1.221207, -1.835596, -0.111724], [3.478054, -3.565330, -3.189595], [3.633560, -1.833244, -1.747277], [1.872944, -3.672379, -1.691488], [-7.164586, -6.690707, 0.486465], [4.816897, 0.522827, -1.735092], [1.240522, 5.105493, -1.031342], [-4.840374, -7.170863, 2.253493], [-0.012938, 6.254696, 0.575110], [3.054469, -3.051648, -2.294861], [-5.459620, 1.428025, 1.238838], [2.683423, 1.084470, 0.202499], [-2.061701, 7.374297, 8.103675], [1.448948, -4.607327, -2.111523], [8.015966, -3.018165, -1.568070], [2.166014, -3.007077, -7.723387], [-0.731170, 1.541843, 1.853575], [-0.034208, 3.529711, 3.467463], [0.125469, 2.521581, 5.031265], [0.429188, 1.840900, 1.157478], [-5.940018, 1.217387, -0.943732], [-2.769915, 3.086929, -1.298457], [-5.206309, -8.193757, 2.336551], [1.017012, -0.774386, -6.702205], [-1.614478, 7.507088, 6.000481], [-0.956674, 6.693846, 3.974444], [-2.840866, -2.987044, -2.274017], [-3.482238, 0.032497, 1.453415], [-5.485258, -0.607435, 1.010020], [-3.142727, 6.433069, 7.093196], [-2.589557, 7.373695, 7.148505], [3.092365, -1.162172, -0.563967], [-4.738841, 0.483825, -0.699253], [-2.991114, -6.084839, 1.618891], [-0.458304, 4.167758, 0.935605], [-0.900878, -2.841408, -5.515791], [-5.277227, -6.568347, 3.055838], [-6.702690, -5.362548, 1.558976], [8.127619, -0.940531, -0.274507], [-0.048257, 6.322116, 4.923427], [4.878170, 0.478472, -0.613702], [3.750324, 2.750513, -0.854484], [-5.047626, -6.583541, 0.885356], [-1.234715, 8.532419, 5.949707], [1.396066, 2.451005, 3.667792], [1.741877, -2.676887, -6.473116], [-4.862718, -7.320512, 0.097647], [-1.324464, 2.127157, -0.843329], [7.108588, -0.182312, -0.930687], [-3.561234, 0.208236, 2.528002], [-1.218367, 3.439679, -2.177262], [-2.696091, 7.829944, 4.143323], [0.062163, -3.437397, 1.209440], [0.314326, 2.571006, 3.925755], [0.034592, 5.487956, 1.405227], [0.069257, -2.259055, -7.954187], [1.251563, -2.633804, -8.662779], [-0.036022, 0.382206, 3.454532], [-3.890143, 1.112038, -0.986063], [-1.488460, -3.037489, -1.961943], [4.546666, -1.447292, -2.255454], [1.221391, -0.914148, 1.489775], [5.892765, -0.480796, -0.243775], [-4.821072, 0.232362, 0.779979], [0.989559, 5.790613, 4.687365], [-0.884721, -1.975327, -2.586147], [-6.399426, -5.937417, 0.680568], [1.416288, 0.813237, 0.926805], [-2.152197, 7.048864, 4.673601], [-0.472074, -1.476760, -8.485764], [2.059158, 4.735378, -0.649301], [7.220352, -3.235242, 0.236788], [-1.412212, 4.271974, -0.115858], [-0.490880, 6.636293, 6.170079], [5.253585, 1.464189, -0.214643], [-7.068712, 2.718287, 0.313631], [-4.716668, -0.434636, -1.285990], [-1.650744, 3.137599, -1.191426], [-2.736158, 0.732361, 1.074021], [-0.502354, 1.393980, 3.275474], [9.118072, -1.133371, -2.151170], [-0.059350, -4.722115, -0.073166], [-0.571409, -3.142136, -7.867679], [-0.617817, 5.907221, 2.220673], [0.626377, -1.795069, -6.637541], [1.894548, -1.794324, 0.033987], [-1.885660, -5.642092, 1.639547], [-6.369598, -5.240287, -0.158653], [0.202598, -1.903424, -4.530357], [-3.418430, -7.124562, 2.384871], [1.817377, 3.490644, -0.096930], [-0.336021, -1.906426, -5.476668], [-1.018320, -4.226675, -2.459325], [7.059542, -2.728856, -2.090015], [-3.111680, -0.981328, 1.287878], [3.650034, 0.030561, 0.034324], [9.845832, -2.073186, -0.804768], [-3.995054, -5.615055, 0.829216], [1.112056, 5.472586, 1.721382], [-1.511311, 1.381841, 3.766017], [1.301576, -2.988301, -0.517780], [-1.321665, -2.915004, -0.403248], [7.696315, -3.778130, -0.415261], [8.863991, -1.722975, -1.226988], [-6.239231, 1.871599, 0.214662], [-1.047998, -1.079123, -5.480428]], "forces_ev_per_a": [[-0.3, -0.7, -0.4], [-0.3, 0.1, 0.1], [1.4, -2.6, 0.2], [0.8, 0.6, -0.5], [-1.0, -0.4, 0.7], [0.1, 0.0, 0.0], [-0.5, 0.2, 0.9], [-0.2, 0.4, 0.8], [0.1, 1.0, 0.4], [0.7, -0.2, 0.3], [0.0, 0.1, 0.2], [-0.5, -0.9, -0.5], [-0.1, 0.8, 0.9], [-0.8, -0.4, 0.5], [1.8, 2.9, 1.0], [0.1, 0.0, 0.0], [-0.2, 0.1, 0.8], [0.4, -0.3, 0.4], [-0.1, -0.5, 0.2], [-0.1, -0.8, 0.7], [-1.5, 0.1, 1.6], [-0.3, 0.1, -0.5], [-2.4, 2.4, 0.7], [0.0, 0.2, -0.1], [0.3, 0.9, 0.5], [0.0, 1.1, -0.5], [0.4, -0.3, -0.1], [1.1, 0.4, -0.1], [0.2, -0.7, 0.7], [0.4, 0.3, -1.0], [1.4, 0.5, -1.0], [-0.1, 0.2, 0.3], [1.1, 0.3, 0.0], [0.2, 0.0, 0.0], [0.0, 0.0, -0.1], [-0.7, 0.1, 0.7], [0.1, 0.1, 0.8], [1.5, 0.0, -0.1], [0.1, 0.2, 0.0], [-0.1, 0.0, -0.1], [0.1, 0.0, -0.1], [0.0, -0.3, 0.2], [-1.4, -2.9, -1.1], [0.0, -0.4, -0.4], [0.4, 0.1, 0.1], [1.2, 0.0, -2.2], [0.1, 0.0, -0.1], [-0.1, 0.1, -0.2], [0.1, -0.1, 0.0], [-0.1, 0.3, -1.2], [0.4, -0.2, 0.0], [1.4, -0.3, 0.6], [-0.9, -0.2, 0.4], [-1.0, 0.2, -0.2], [0.0, 0.0, -0.1], [-0.8, 0.2, 0.5], [0.2, -0.1, -0.6], [0.1, 0.0, 0.1], [0.1, 0.9, -0.5], [0.4, -0.1, 1.1], [-0.1, -0.1, 0.0], [-0.2, -0.4, 0.9], [0.2, -0.1, -0.1], [-0.3, -0.4, -1.0], [-0.3, -0.8, -0.8], [-0.2, 1.7, 0.2], [-0.2, 0.2, -0.4], [0.2, -0.1, 0.3], [-0.3, 1.0, 0.0], [0.0, -0.1, 0.2], [-0.7, 0.3, 1.5], [-0.9, -0.3, 0.6], [0.1, 0.3, -0.9], [0.0, 0.6, -1.1], [0.8, -0.4, 0.5], [-0.3, 0.1, 0.0], [-0.6, -1.4, 0.3], [0.0, 0.3, 0.0], [1.2, 0.5, -1.0], [-0.3, 0.3, -0.4], [0.2, -0.1, -0.1], [-0.3, -0.7, -0.1], [0.3, 0.1, -0.5], [-1.1, -0.1, -0.4], [0.2, -0.1, -0.6], [-0.9, -0.8, -0.3], [0.2, -0.2, 0.0], [-0.2, 0.1, -0.1], [-0.4, -0.2, 1.1], [-0.1, 0.0, 0.0], [-0.1, -0.1, 1.1], [-0.4, -0.5, 0.7], [0.3, 0.9, 0.1], [0.0, 0.1, 0.2], [0.9, -0.8, -1.1], [-0.7, 0.1, 0.7], [1.3, 0.6, -1.3], [-0.3, -0.1, 0.0], [0.0, -0.2, -0.1], [0.0, 0.2, -0.1], [0.1, 0.4, -0.3], [-0.6, -1.9, 0.7], [0.1, -0.2, 0.1], [-0.5, 1.5, 0.2], [0.8, -0.1, 0.3], [-0.1, 0.0, 0.0], [-0.7, 0.7, -1.3], [-1.1, 0.6, 0.1], [0.5, -0.2, 0.3], [-1.2, -0.5, 0.0], [0.7, -0.1, -0.8], [0.3, -0.8, -1.1], [0.9, -0.6, -0.2], [0.4, 0.1, -0.1], [0.0, -1.4, -0.4], [-0.3, 0.4, 0.0], [0.1, 0.0, 0.0]]}

Record 3
{"formula": "C13H15F4N3SSr", "method": "ωB97M-V/def2-TZVPD", "homo_energy_ev": -7.3, "e_tot_ev": -40736.665, "multiplicity": 1, "orbital_gap_ha": 0.2348, "e_above_lowest_kcal_mol": 0.0, "elements": ["H", "H", "C", "C", "N", "H", "H", "H", "F", "C", "F", "H", "H", "H", "C", "H", "H", "F", "H", "C", "C", "C", "C", "C", "H", "C", "H", "N", "C", "S", "C", "N", "H", "H", "C", "Sr", "F"], "xyz": [[0.948946, 3.159026, -0.365968], [2.530384, -0.529778, -2.302423], [4.397699, -0.328849, -1.251171], [0.527267, -2.918338, -1.150673], [-0.076292, -2.103723, -1.759635], [1.950134, 1.844185, 1.065911], [2.553702, -1.307977, -0.740608], [4.805560, -1.222881, -1.722120], [-0.141103, -3.754748, 4.752237], [-2.494370, -2.249290, 2.526152], [-3.791008, -2.280895, 2.177614], [2.370067, -1.156741, 1.373409], [4.770877, 0.536971, -1.800824], [1.562049, 3.927614, -1.822899], [0.170780, -2.091551, 3.151191], [2.124610, 0.027469, 2.637874], [4.792456, -0.289707, -0.236232], [-2.222854, -0.575120, 0.886228], [3.489564, 1.000851, 0.933700], [-0.668817, -2.973480, 3.798653], [2.876284, -0.412261, -1.272056], [1.854843, -0.215921, 1.604720], [2.412818, 0.906893, 0.747181], [-0.278474, -1.221341, 2.129013], [0.450431, 2.587002, -1.978324], [-2.017945, -3.084371, 3.514542], [2.693943, 1.745489, -2.452683], [2.155301, 0.747482, -0.699095], [1.291680, 2.967522, -1.384461], [1.390449, -3.984576, -0.307464], [-1.658779, -1.373595, 1.879848], [0.420427, -0.320428, 1.405289], [3.355590, 2.474331, -0.997615], [-2.655289, -3.785055, 4.030099], [2.462570, 1.993613, -1.414840], [-0.456053, 0.072946, -0.794239], [1.465910, -2.085906, 3.535470]], "forces_ev_per_a": [[0.0, 0.0, 0.0], [0.0, 0.0, 0.0], [0.0, 0.0, 0.0], [-0.1, 0.2, -0.1], [-0.1, 0.0, 0.0], [0.0, 0.0, 0.0], [0.0, 0.0, 0.0], [0.0, 0.0, 0.0], [0.0, 0.0, 0.0], [0.0, 0.0, 0.0], [0.0, 0.0, 0.0], [0.0, 0.0, 0.0], [0.0, 0.0, 0.0], [0.0, 0.0, 0.0], [0.0, 0.0, 0.0], [0.0, 0.0, 0.0], [0.0, 0.0, 0.0], [0.1, 0.0, 0.0], [0.0, 0.0, 0.0], [0.0, 0.0, 0.0], [0.0, 0.0, 0.0], [0.1, 0.0, 0.0], [0.0, 0.0, 0.0], [0.0, -0.1, 0.1], [0.0, 0.0, 0.0], [0.0, 0.0, 0.0], [0.0, 0.0, 0.0], [-0.1, 0.0, 0.0], [0.0, 0.0, 0.0], [0.1, -0.1, 0.1], [-0.1, 0.0, 0.0], [0.0, 0.0, -0.1], [0.0, 0.0, 0.0], [0.0, 0.0, 0.0], [0.0, 0.0, 0.0], [0.2, -0.1, 0.0], [0.0, 0.0, 0.0]]}